Entry 1:
Formula: C20H54N20O9PS
Source: the Open Molecules 2025 dataset
Level of theory: wB97M-V/def2-TZVPD

```
105
Properties=species:S:1:pos:R:3:forces:R:3:lowdin_charge:R:1
C 2.638181 2.290100 -0.177184 0.6 -0.3 1.8 -0.195
C 2.894142 1.147292 -1.323291 1.3 1.3 1.0 -0.452
P 1.363429 0.577798 -2.286899 -0.1 1.2 -0.6 0.769
C -0.166986 1.710306 -1.870347 -0.9 0.1 -0.5 -0.294
S 0.683942 -1.412240 -1.686761 0.5 -1.7 1.4 0.807
N 1.892812 -2.634144 -2.058899 1.0 3.9 0.8 -0.242
C 3.164366 -2.180929 -2.109883 1.2 -0.4 1.0 -0.348
C 3.927997 -1.463203 -3.391878 -1.4 0.1 0.1 -0.070
C 4.103693 -2.501848 -0.762496 -0.2 -2.2 -1.2 -0.050
C 0.405640 -1.471029 0.205130 -1.0 -0.5 5.6 -0.348
C -0.908791 -2.313513 0.810283 2.7 2.0 2.1 0.003
C -1.157299 -2.320084 2.465978 2.2 1.3 -1.8 -0.088
N -0.317726 -1.608103 3.482774 1.5 0.1 -6.2 -0.001
C 0.861163 -0.870945 2.937111 -1.2 -1.1 -2.4 -0.046
C 1.322708 -0.759033 1.340923 -3.4 -2.0 0.6 -0.016
H 1.536879 2.286578 0.273809 2.4 0.2 -1.3 0.085
H 3.328516 1.986245 0.750145 -1.4 0.7 -1.9 0.085
H 2.992211 3.376144 -0.471314 -1.1 -2.4 0.3 0.072
H 3.492198 0.268794 -0.837184 -1.3 1.5 -1.1 0.050
H 3.637514 1.641815 -2.114949 -1.7 -1.3 1.4 0.100
H 0.141104 2.711341 -1.356115 -0.4 -2.0 -0.7 0.017
H -0.600424 1.997457 -2.940427 0.9 -0.9 2.2 0.034
H -0.995772 1.113521 -1.280022 1.7 1.3 -1.1 0.066
H 4.638402 -0.581257 -3.019781 -1.5 -2.2 -0.8 0.100
H 4.526912 -2.278403 -4.018207 -1.2 1.6 1.7 0.118
H 3.069771 -1.054460 -4.110464 2.0 -0.8 1.6 0.084
H 5.199776 -2.798668 -1.100689 -2.2 1.1 0.8 0.098
H 3.645727 -3.504529 -0.298917 0.9 2.4 -0.9 0.112
H 4.065267 -1.652958 0.039934 0.0 -1.5 -1.7 0.077
H -1.620931 -2.891608 0.087183 1.4 1.3 1.6 0.097
H -2.082486 -2.959716 2.864466 2.2 1.7 -1.1 0.108
H 1.552014 -0.289664 3.708734 -1.6 -1.3 -1.7 0.095
H 2.284269 -0.172296 1.046105 -2.1 -1.1 0.8 0.058
C -2.563481 1.380172 -5.569771 0.4 -0.2 -0.1 -0.716
O -1.648379 0.859151 -4.953222 0.2 -0.1 0.3 0.004
N -2.603831 1.425565 -6.914621 0.3 -0.2 -1.1 0.161
N -3.616840 1.957200 -4.961720 -0.9 0.6 1.1 0.149
H -3.350625 1.851035 -7.436785 0.1 -0.1 0.1 0.101
H -1.832232 1.003663 -7.412366 -0.2 0.2 0.1 0.118
H -3.627547 1.946002 -3.951249 -0.1 0.0 -0.4 0.107
H -4.378335 2.390417 -5.455660 0.1 -0.1 0.1 0.099
C -0.676684 -6.905411 3.292051 -0.3 -0.1 0.5 -0.725
O -0.795145 -7.374163 4.412429 0.1 -0.2 0.1 0.024
N -0.382282 -5.610544 3.070791 0.3 1.3 0.2 0.163
N -0.829275 -7.640164 2.174416 -0.4 -1.0 -0.7 0.143
H -0.281395 -5.209628 2.154020 0.0 -0.1 0.1 0.085
H -0.258923 -5.021732 3.882702 0.0 -0.2 -0.3 0.106
H -1.051252 -8.618791 2.294031 -0.1 0.4 -0.1 0.118
H -0.734877 -7.268585 1.244607 0.2 -0.2 0.1 0.101
C -4.924454 -1.990364 2.239811 -0.7 -0.3 0.0 -0.707
O -4.171671 -2.912667 1.972070 0.6 -0.4 -0.2 -0.007
N -4.483619 -0.769777 2.597774 1.0 1.2 0.3 0.156
N -6.264896 -2.108700 2.201566 -0.4 -0.5 0.0 0.160
H -5.091086 -0.000078 2.821223 0.1 -0.2 0.0 0.100
H -3.482847 -0.636220 2.639438 -0.3 0.0 0.0 0.089
H -6.639825 -3.009211 1.937367 -0.1 0.4 0.0 0.105
H -6.898185 -1.358330 2.419325 0.0 -0.2 -0.2 0.094
C 0.325758 5.736693 -1.103021 0.0 0.3 0.2 -0.692
O 0.854965 4.652225 -0.921692 0.3 -0.4 -0.1 -0.011
N -0.673653 5.921836 -1.985749 -0.8 -0.3 -1.1 0.166
N 0.692584 6.847479 -0.436804 0.7 0.5 0.7 0.171
H -1.119635 6.808795 -2.146324 0.0 -0.1 0.0 0.108
H -0.981190 5.113552 -2.508448 -0.1 0.3 0.2 0.107
H 1.440268 6.754120 0.236654 -0.3 0.1 -0.1 0.105
H 0.266359 7.747903 -0.574995 0.1 -0.1 0.1 0.108
C 2.544033 2.257571 5.607694 0.0 0.6 0.2 -0.711
O 2.844411 1.457033 4.737108 0.0 -0.6 -0.7 -0.009
N 1.894945 1.902391 6.732344 -0.7 -0.9 0.8 0.153
N 2.834381 3.569390 5.523536 0.3 0.2 -0.5 0.161
H 1.640676 2.550029 7.458494 0.1 -0.1 -0.1 0.101
H 1.657091 0.925889 6.837164 0.1 0.3 0.1 0.111
H 3.321937 3.880353 4.694751 -0.1 0.3 0.5 0.063
H 2.593664 4.241204 6.232231 0.1 0.0 -0.2 0.104
C -8.890528 -1.668319 -0.383640 0.0 -0.2 0.4 -0.708
O -8.691852 -2.127670 0.729254 0.0 0.0 0.2 0.013
N -9.796659 -0.701767 -0.622412 -0.9 1.0 0.2 0.152
N -8.221641 -2.085760 -1.474781 0.9 -0.7 -0.8 0.155
H -9.971718 -0.313219 -1.533328 0.0 -0.1 0.2 0.099
H -10.322214 -0.358333 0.169397 0.1 -0.1 -0.3 0.113
H -7.530902 -2.811262 -1.341301 -0.2 0.2 -0.1 0.114
H -8.373939 -1.717231 -2.398100 0.0 -0.1 0.2 0.098
C 1.307725 4.015000 -5.668782 0.3 -0.7 -0.8 -0.715
O 1.639139 3.257132 -6.565894 0.0 0.1 0.1 0.030
N 1.413819 3.693155 -4.365913 0.2 -0.7 1.3 0.165
N 0.805811 5.242630 -5.899569 -0.6 1.2 -0.6 0.152
H 1.145148 4.306503 -3.615579 0.1 -0.1 0.0 0.069
H 1.786383 2.779778 -4.146694 -0.2 0.3 -0.1 0.073
H 0.708686 5.525883 -6.864776 0.0 -0.1 0.3 0.114
H 0.528298 5.878435 -5.171375 0.1 -0.1 -0.1 0.088
C 2.384865 -8.778514 1.297078 -0.3 0.2 0.1 -0.716
O 1.827621 -7.997526 0.543059 -0.1 0.3 -0.4 0.004
N 1.864399 -9.143389 2.483792 -0.7 -0.2 0.9 0.167
N 3.571146 -9.347144 1.011329 1.2 -0.3 -0.7 0.148
H 2.311252 -9.785521 3.115750 -0.1 0.1 -0.1 0.105
H 0.973696 -8.740028 2.738869 0.3 -0.1 0.0 0.064
H 3.998637 -9.101063 0.129293 -0.1 -0.1 0.3 0.109
H 4.042741 -9.992251 1.622036 -0.1 0.1 -0.1 0.099
C 3.980287 6.118137 3.043333 0.1 0.1 0.5 -0.699
O 3.809411 5.856240 4.222833 0.0 0.0 0.0 0.025
N 3.742347 5.232402 2.057855 -0.5 -1.1 -0.7 0.164
N 4.422193 7.316938 2.619248 0.3 1.2 0.0 0.158
H 3.878207 5.433183 1.081837 0.0 -0.1 0.2 0.092
H 3.408787 4.318620 2.331456 0.1 0.2 -0.2 0.102
H 4.613803 8.013011 3.326398 0.0 -0.2 -0.3 0.117
H 4.567927 7.547890 1.651287 0.0 0.0 0.2 0.099
```
Forces are in eV/Å.

Results
**HOMO**: -10.83 eV
**HOMO-LUMO gap**: 6.6424 eV
**Spin multiplicity**: 1
**Charge**: +1

---

Entry 2:
Formula: C20H54N4O6
Source: the Open Molecules 2025 dataset
Level of theory: wB97M-V/def2-TZVPD

```
84
Properties=species:S:1:pos:R:3:forces:R:3:lowdin_charge:R:1
C -0.929661 -6.954941 -6.295549 1.9 0.4 1.3 -0.082
C -2.168978 -6.079696 -6.182305 0.5 -0.3 -2.0 -0.414
C -2.376174 -5.283639 -7.506537 0.4 0.5 -0.9 -0.231
O -3.568274 -4.574100 -7.494152 -1.6 0.3 1.0 -0.240
C -4.302228 -4.325234 -8.709170 1.1 0.4 1.9 -0.065
N -3.255449 -7.021438 -6.112474 -1.1 0.3 0.2 0.030
H -0.718600 -7.563612 -5.416298 -0.8 0.0 0.5 0.073
H 0.007966 -6.399107 -6.296161 0.0 0.4 -0.6 0.072
H -0.878375 -7.717647 -7.072564 -0.6 0.5 -0.6 0.080
H -2.234664 -5.368322 -5.359064 0.5 -0.2 0.2 0.144
H -2.475299 -5.953048 -8.361038 0.6 -0.7 0.0 0.116
H -1.634997 -4.529335 -7.770684 0.9 -0.3 0.3 0.124
H -4.559089 -5.256284 -9.214404 -0.2 0.1 -0.1 0.088
H -3.711356 -3.640553 -9.317606 -0.1 -0.1 -0.5 0.084
H -5.125388 -3.781772 -8.245325 -0.5 -0.2 -0.9 0.093
H -4.035155 -6.403124 -6.285234 -1.0 -0.2 0.3 0.062
H -3.184822 -7.494783 -7.001893 -0.1 -0.8 -0.1 0.066
C -6.147854 -2.551749 -0.670421 0.2 -0.7 -0.5 -0.055
C -6.157392 -3.847799 0.160609 3.0 1.4 2.0 -0.482
C -6.497005 -3.655418 1.686194 -1.1 -0.2 -0.6 -0.198
O -6.531531 -4.933235 2.340762 -1.1 -0.2 0.3 -0.205
C -7.631119 -5.014268 3.299459 0.5 1.5 -1.0 -0.082
N -6.961654 -4.757795 -0.496103 -1.8 -1.8 -0.6 0.036
H -7.077382 -1.995100 -0.551139 0.3 0.6 0.7 0.074
H -6.262443 -2.848704 -1.712913 0.2 -0.4 0.0 0.067
H -5.199832 -2.013846 -0.667522 -0.4 0.5 0.6 0.073
H -5.185613 -4.324514 0.289046 0.6 0.3 -0.9 0.136
H -7.454130 -3.149936 1.557765 -0.9 -0.3 0.8 0.105
H -5.937903 -2.992623 2.346652 0.7 0.2 -0.6 0.124
H -7.638387 -5.888302 3.950690 0.5 -0.1 -0.5 0.084
H -8.568994 -4.908035 2.754278 -0.2 -0.4 -0.1 0.077
H -7.587832 -4.101201 3.893200 0.1 -0.1 0.5 0.076
H -7.914697 -4.610767 -0.195769 -0.5 -0.3 -0.2 0.084
H -6.703939 -5.708509 -0.272911 -0.2 -0.1 0.1 0.086
C 2.460531 7.458046 -0.497232 0.0 0.3 -0.3 -0.083
C 1.238912 6.815051 -1.136361 -0.4 -0.4 0.6 -0.416
C 1.388322 5.251409 -1.267524 -1.5 1.1 0.0 -0.143
O 0.486876 4.620371 -2.253281 1.3 1.5 0.1 -0.167
C 1.236923 3.856221 -3.126622 1.0 -1.1 -1.3 -0.172
N 0.130108 7.113138 -0.223968 -0.8 -0.4 -0.2 0.016
H 2.347354 7.402239 0.585437 0.5 -0.3 0.0 0.078
H 2.435019 8.520370 -0.739950 0.0 0.1 0.1 0.075
H 3.402302 7.077234 -0.892402 0.1 -0.1 0.3 0.071
H 1.021726 7.394677 -2.033555 0.1 -0.8 -0.6 0.137
H 0.987837 4.747158 -0.388078 0.5 0.5 0.7 0.118
H 2.471922 5.135187 -1.247048 0.0 -1.1 -1.2 0.110
H 0.710365 3.369407 -3.947499 -1.2 -0.4 0.7 0.083
H 1.791154 3.121232 -2.542904 0.2 -0.4 -0.3 0.086
H 1.929425 4.366548 -3.796027 0.6 1.0 0.6 0.082
H 0.036019 6.249893 0.291835 -0.1 0.1 0.9 0.055
H -0.722618 7.059939 -0.762611 -0.4 0.4 -0.3 0.068
C 2.040332 -2.260419 -0.396094 0.3 -1.3 0.2 -0.083
C 3.008986 -3.212219 -1.222169 -0.6 2.7 0.9 -0.273
O 4.269460 -3.098063 -0.566329 0.3 -1.1 0.1 -0.103
H 1.031865 -2.086560 -0.771435 0.2 0.0 -0.4 0.065
H 2.513053 -1.315153 -0.129428 0.1 0.3 -0.7 0.060
H 1.922308 -2.698883 0.594826 -0.2 -0.4 0.0 0.066
H 3.156895 -2.799688 -2.220181 -0.4 -0.3 -0.3 0.096
H 2.642761 -4.237753 -1.269730 0.3 0.1 0.2 0.108
H 4.347200 -2.206064 -0.220058 0.0 0.0 -0.1 0.065
C 7.382652 6.979791 4.845646 -0.6 -0.6 0.0 -0.112
O 6.046199 7.324796 5.227299 -0.5 0.0 -0.3 -0.205
C 5.385606 6.313604 6.051929 0.5 0.4 0.0 -0.189
C 5.145106 4.933848 5.407360 -0.9 0.3 -0.3 -0.187
N 3.941869 4.186729 5.954159 1.8 0.4 0.3 -0.069
C 3.816257 2.835572 5.442505 0.2 -0.1 0.2 -0.233
C 2.786157 2.000772 6.234653 0.1 0.5 -1.2 -0.215
O 2.547094 0.763257 5.615415 0.3 -2.8 0.2 -0.194
C 3.313759 -0.401427 5.932378 1.9 0.5 -0.1 -0.107
H 7.284348 6.137757 4.160499 0.6 -0.7 0.5 0.078
H 8.009200 6.862071 5.729769 0.0 -0.8 0.1 0.086
H 7.970977 7.672838 4.244295 -1.0 1.0 0.0 0.081
H 4.396999 6.654924 6.358955 0.2 0.7 -0.2 0.113
H 6.004754 6.291010 6.948729 -0.1 -0.6 0.3 0.114
H 6.090434 4.393649 5.458595 -0.4 -0.7 0.3 0.109
H 4.976045 5.103428 4.343984 0.1 0.2 -0.4 0.113
H 3.075425 4.705348 5.933842 0.2 0.3 -0.3 0.106
H 4.822401 2.422688 5.515297 0.0 -0.4 0.2 0.111
H 3.572396 2.736550 4.384755 -0.3 0.3 -0.4 0.115
H 1.774644 2.345875 6.020550 0.1 1.3 0.9 0.125
H 3.077966 2.023320 7.284629 -0.3 -0.5 0.2 0.125
H 3.465094 -0.691748 6.972049 -1.0 0.4 0.5 0.080
H 4.357513 -0.270268 5.646917 0.4 0.4 -0.4 0.071
H 3.080319 -1.319264 5.392757 -1.1 0.5 -0.2 0.083
```
Forces are in eV/Å.

Results
**HOMO**: -8.91 eV
**HOMO-LUMO gap**: 9.3492 eV
**Spin multiplicity**: 1
**Relative energy (zero: lowest compared OMol25 entry of this formula, charge and spin)**: 86.6 kJ/mol
**Structure (SMILES)**: COC[C@H](C)N.COC[C@H](C)N.COC[C@H](C)N.COCCNCCOC.CCO

---

no.,DFT total energy (eV)
1,-89960.528
2,-39853.147